(1)
Molecular formula: C22H50BN9O16P
Method: DFT, wB97M-V/def2-TZVPD

Calculated values
Frontier orbital gap, eV: 7.9446
Net charge: +1
LUMO, eV: -4.40

Last column: Mulliken charge in e.
Element x y z (Å)
C  1.97206  -1.83358  0.97174  -1.1206
C  3.49034  -1.57748  1.12444  1.0190
C  4.21637  -1.44904  -0.21135  -0.9754
C  3.87331  -0.15598  -0.99328  -0.9317
C  3.40250  1.00751  -0.11752  0.6297
C  3.16145  2.24081  -0.97790  -0.2010
C  2.62919  3.43742  -0.17216  -1.1961
C  1.28840  3.16342  0.53131  -0.8648
C  0.05929  3.64006  -0.31580  -0.6712
C  -0.88944  2.49556  -0.53522  0.3336
C  -0.36242  1.27440  -1.00566  -0.3689
C  -1.23459  0.23626  -1.16008  -0.7977
C  -2.60768  0.36934  -0.84862  0.0649
B  -3.66611  -0.84204  -0.94759  0.2672
O  -3.96109  -1.40896  -2.15170  -0.4899
C  -4.32430  -1.27575  0.39594  -0.4488
C  -5.39135  -2.36202  0.27037  -0.9375
N  -3.07606  1.52586  -0.44660  -0.8690
N  -2.20175  2.52785  -0.32082  0.8747
P  -3.02185  4.05219  0.20366  0.3632
O  -4.42238  4.03999  -0.20364  -0.5719
H  1.40243  -0.92363  1.15647  0.1397
H  1.78497  -2.20512  -0.03548  0.2662
H  1.65436  -2.58139  1.69020  0.4469
H  3.68790  -0.75901  1.81164  -0.4847
H  3.88837  -2.46778  1.61541  -0.0584
H  3.89601  -2.28815  -0.82650  0.3788
H  5.29027  -1.46634  -0.04397  0.3317
H  4.77141  0.18221  -1.50578  0.4288
H  3.09600  -0.36786  -1.73007  0.2081
H  4.14432  1.27591  0.63263  0.3290
H  2.50183  0.68756  0.40232  -0.3741
H  2.48025  2.06329  -1.81049  -0.3297
H  4.10828  2.55294  -1.41492  0.6462
H  3.36060  3.73397  0.57838  0.4839
H  2.54359  4.28637  -0.85139  0.4850
H  1.17806  2.13095  0.83842  0.4033
H  1.29223  3.74926  1.44805  0.4561
H  -0.36402  4.49402  0.19914  0.3557
H  0.43151  3.94556  -1.29312  0.4508
H  0.68464  1.18023  -1.23535  0.7621
H  -0.87227  -0.72168  -1.50872  0.6364
H  -3.20031  -1.78948  -2.61102  0.2725
H  -4.73668  -0.35570  0.82608  0.3535
H  -3.49480  -1.56564  1.05011  0.3705
H  -4.93898  -3.34502  0.22579  0.0927
H  -6.06829  -2.17624  -0.55581  0.1895
H  -5.98882  -2.35548  1.18142  0.4606
H  -2.28621  5.04731  -0.44897  0.1281
H  -2.88537  4.09537  1.60077  0.1357
C  4.90622  1.42444  5.12916  -0.8587
N  4.52948  0.85456  3.81105  1.0215
O  5.32027  0.95613  2.89640  -0.5319
O  3.44302  0.31123  3.72979  -0.5924
H  5.88972  1.86611  5.04249  0.3210
H  4.16718  2.16497  5.38918  0.2727
H  4.90475  0.60570  5.84483  0.3105
C  -8.31023  -2.47772  -3.60433  -0.6854
N  -8.64916  -3.64181  -2.74030  0.8957
O  -9.62063  -4.29749  -3.03720  -0.5253
O  -7.91944  -3.84928  -1.79185  -0.5230
H  -9.04148  -2.41784  -4.40147  0.3362
H  -8.33691  -1.59032  -2.97906  0.2637
H  -7.31224  -2.64725  -3.99702  0.2346
C  -4.37062  -6.72435  0.74511  -0.7346
N  -3.11979  -5.92863  0.88722  0.8624
O  -2.19785  -6.42108  1.49283  -0.5131
O  -3.11196  -4.82240  0.37751  -0.5253
H  -4.22898  -7.67506  1.24420  0.3216
H  -5.17302  -6.15449  1.20403  0.2843
H  -4.55109  -6.86012  -0.31669  0.2755
C  -0.29795  2.51552  -4.72724  -0.6945
N  1.06138  3.08935  -4.50735  0.9260
O  1.86462  2.44852  -3.85155  -0.5506
O  1.28130  4.16718  -5.00852  -0.5554
H  -0.35414  1.55648  -4.22928  0.1914
H  -1.01457  3.22164  -4.31503  0.2966
H  -0.43160  2.40679  -5.79424  0.3650
C  4.10201  6.36937  4.85206  -0.7595
N  4.12227  4.91342  5.16229  0.9054
O  4.66383  4.16652  4.36964  -0.5126
O  3.59537  4.56297  6.19496  -0.5280
H  4.60828  6.52512  3.90715  0.3286
H  3.06168  6.67495  4.79850  0.2769
H  4.61397  6.88082  5.66124  0.2954
C  5.13500  -4.14418  3.58082  -0.7384
N  5.67345  -4.78824  4.81047  0.8863
O  5.83250  -5.98860  4.79604  -0.5295
O  5.91501  -4.05403  5.74556  -0.5316
H  4.96648  -4.91067  2.83356  0.3264
H  4.20585  -3.65219  3.85259  0.2952
H  5.87202  -3.42293  3.24074  0.2997
C  -3.74226  -0.86243  -5.66261  -0.7863
N  -2.37972  -0.33324  -5.37595  0.9532
O  -1.62651  -1.00543  -4.69469  -0.5359
O  -2.10361  0.74663  -5.84780  -0.5379
H  -3.84752  -1.82736  -5.18473  0.2688
H  -4.45667  -0.14799  -5.26553  0.2992
H  -3.83292  -0.94556  -6.74178  0.3634

***

(2)
Molecular formula: C3H3F3O2
Method: DFT, wB97M-V/def2-TZVPD

Calculated values
Frontier orbital gap, eV: 10.2888
Relative energy (zero: lowest compared OMol25 entry of this formula, charge and spin), eV: 2.680
LUMO, eV: 0.43

Last column: natural (NBO) charge in e.
Element x y z (Å)
C  0.13225  0.48633  0.41825  -0.1003
C  0.20729  -0.87130  -0.20195  0.3218
C  1.37765  -3.31748  0.23380  1.2195
O  1.27799  0.04079  -0.20058  -0.4942
O  0.06026  -1.94618  0.52721  -0.6038
F  0.69718  -4.34502  0.63184  -0.2636
F  1.59563  -3.15434  -1.06084  -0.2948
F  2.45866  -3.10557  0.83136  -0.2547
H  -0.34796  1.21421  -0.09413  0.1609
H  0.02656  0.72632  1.53682  0.1786
H  -0.10806  -0.98774  -1.17177  0.1307